1.
Formula: C36H44BCl2N9O5Tm
Source: OMol25
Level of theory: wB97M-V/def2-TZVPD

Calculated values
E_HOMO (alpha / beta) = -5.624 / -5.625 eV
Charge = -1
Frontier orbital gap (alpha / beta) = 7.741 / 7.742 eV
2S+1 = 3
Energy above the lowest of the compared OMol25 structures with the same formula, charge and spin = 93.16 kJ/mol

Structure (XYZ):
```
98
C36H44BCl2N9O5Tm | OMol25 | wB97M-V/def2-TZVPD
O -2.29 3.83 -1.12
H -0.95 -3.29 3.44
C 2.70 -1.94 0.73
N -1.13 2.50 0.38
C -0.80 -3.65 7.76
H -1.24 4.53 1.02
C 4.13 2.76 -3.04
H 3.97 -2.24 2.52
H 1.09 -4.66 7.83
C -0.30 3.33 2.55
C 1.97 2.86 -4.33
C 2.25 -0.31 4.00
H 0.11 0.06 -0.59
H 2.45 -2.47 -2.58
B 0.79 -0.93 -0.76
H -0.59 -2.96 8.56
C -3.01 -3.41 -4.00
H 1.32 2.34 -5.04
H -4.19 -3.56 5.86
C -3.13 -3.44 -2.47
N -3.61 -4.25 5.42
O -0.35 2.05 2.85
H -3.97 -3.63 -4.48
C -3.03 -3.68 3.07
N -0.09 -2.16 -1.08
C -3.28 -3.88 1.71
O -0.03 4.22 3.34
H -2.68 -2.42 -4.32
C -3.82 -4.36 4.00
O -1.21 -1.66 1.50
N 1.88 0.71 -2.31
C 2.66 1.16 4.06
C 3.17 1.99 -3.95
H 0.38 3.96 0.65
H 2.31 3.79 -4.78
H 1.90 1.79 3.60
C 0.93 -0.55 4.73
C -0.88 -4.20 -1.36
H -3.42 1.69 -1.80
N 1.62 -1.17 0.54
C 0.19 -3.46 -0.89
H -1.00 -5.27 -1.34
N 1.72 -0.59 -1.93
H -5.45 -5.68 4.32
H 4.49 3.67 -3.53
Tm -0.85 0.56 1.45
H -3.58 0.31 0.04
C -0.58 3.66 1.08
C -1.80 -1.54 2.62
C 3.16 -0.62 -3.60
H -5.95 -5.95 1.90
H 0.49 -6.21 5.98
H -2.05 -2.41 4.52
H 2.77 1.48 5.09
N -2.62 0.36 -0.30
H 4.99 2.15 -2.76
C -0.20 -5.45 6.31
H 3.61 1.32 3.54
C 2.23 -0.84 2.59
H -5.15 -2.64 -2.39
H -3.88 -1.41 -2.34
C -1.79 -3.23 -1.83
C -5.13 -5.32 2.23
H 3.61 3.04 -2.12
N 1.34 -0.48 1.68
H 1.09 -3.78 -0.40
H -2.27 -4.14 -4.35
C -4.32 -4.69 1.29
C -2.02 -3.56 7.11
C -2.38 -4.39 6.03
H 0.13 0.06 4.31
H -2.65 -3.39 0.98
H 3.71 1.72 -4.87
Cl -3.13 -2.32 7.62
H 1.38 3.09 -3.44
H 0.65 -1.60 4.70
Cl -1.79 -6.54 4.46
H 3.85 -0.94 -4.36
H -2.40 -0.53 -0.76
H 3.11 -2.53 -0.07
C -1.43 -5.36 5.68
C -1.90 -2.76 3.50
H 1.03 -0.25 5.78
C 0.13 -4.59 7.35
H -4.22 -2.39 -0.90
H -4.50 -4.82 0.23
H 3.03 -0.90 4.50
C -2.49 1.46 -1.28
C -4.87 -5.17 3.58
C -4.15 -2.41 -1.99
N -1.30 -2.01 -1.65
H -3.47 -4.44 -2.18
O -2.27 -0.43 3.00
C 2.74 0.70 -3.31
C -1.96 2.74 -0.65
C 2.48 -1.40 -2.70
C 3.13 -1.77 2.03
H -1.75 1.15 -2.03
```

---

2.
Formula: C3H5BF8IrN6O6S2
Source: OMol25
Level of theory: wB97M-V/def2-TZVPD

Calculated values
E_HOMO = -13.830 eV
Charge = +1
Frontier orbital gap = 10.041 eV
Energy above the lowest of the compared OMol25 structures with the same formula, charge and spin = 0.00 kJ/mol

Structure (XYZ):
```
32
C3H5BF8IrN6O6S2 | OMol25 | wB97M-V/def2-TZVPD
N -0.11 -1.90 -1.46
O -2.49 2.01 -2.77
S 0.42 1.86 2.01
B 1.61 0.42 -1.83
O -1.09 -1.28 1.40
N -0.98 -1.69 -2.55
F 2.91 1.24 2.43
N -1.81 1.71 -1.81
C 2.10 2.27 2.67
O 1.29 -1.05 1.17
H -2.82 0.60 -3.83
H 0.76 -2.30 -1.81
C -1.55 -0.47 -2.71
N -1.12 0.46 -1.86
O -0.45 2.92 2.33
F 2.46 1.40 -1.67
H -1.14 -2.45 -3.19
F 1.63 -0.25 -2.99
S 0.12 -0.87 2.09
O 0.70 1.60 0.57
N 0.05 0.51 2.76
F 1.61 -1.66 4.06
N -2.41 -0.31 -3.69
F 2.54 3.35 2.06
F -0.52 -1.87 4.39
F 0.50 -3.23 3.05
O -1.64 2.34 -0.82
H -2.73 -1.10 -4.24
Ir 0.24 -0.14 -0.47
F 2.01 2.47 3.97
C 0.45 -2.00 3.52
H -0.54 -2.56 -0.80
```

---

3.
Formula: C5H11Cl2N
Source: OMol25
Level of theory: wB97M-V/def2-TZVPD

Calculated values
E_HOMO = -8.848 eV
Charge = 0
Frontier orbital gap = 9.723 eV
Energy above the lowest of the compared OMol25 structures with the same formula, charge and spin = 263.67 kJ/mol

Structure (XYZ):
```
19
C5H11Cl2N | OMol25 | wB97M-V/def2-TZVPD
H 0.41 0.62 2.19
H -0.81 1.51 1.06
C 0.26 1.40 1.42
N 0.80 0.78 0.22
H -2.24 -1.88 -0.85
H -1.16 -1.35 1.24
H -1.72 -3.43 -0.46
C 1.51 1.82 -0.57
C -1.26 -2.37 -0.74
H 0.42 -0.27 -1.41
Cl 0.89 -2.27 1.04
H 0.84 2.32 1.59
H 2.56 1.68 -0.50
H 1.37 2.89 -0.10
H -0.62 -2.47 -1.54
C -0.12 0.00 -0.48
H 1.20 1.86 -1.67
C -0.63 -1.68 0.44
Cl -1.71 0.86 -0.89
```

---

4.
Formula: C24H72N4O14
Source: OMol25
Level of theory: wB97M-V/def2-TZVPD

Calculated values
E_HOMO = -8.734 eV
Charge = 0
Frontier orbital gap = 9.072 eV
Energy above the lowest of the compared OMol25 structures with the same formula, charge and spin = 83.91 kJ/mol

Structure (XYZ):
```
114
C24H72N4O14 | OMol25 | wB97M-V/def2-TZVPD
H 1.94 -1.34 0.05
H -1.99 -5.71 0.88
N -4.92 0.05 2.39
H 6.76 6.74 0.29
H 1.35 2.35 0.07
H 0.97 -0.71 -0.98
H 5.14 7.47 -0.07
H -2.84 1.92 2.44
H 0.56 1.57 4.25
C 5.34 3.69 -2.27
O 0.50 2.07 -0.29
C 3.54 1.06 -2.73
H -0.66 -3.78 0.08
C -8.46 -0.68 0.02
H -2.15 -5.41 -0.84
H 0.12 1.29 0.15
O -0.40 1.64 -3.12
H 0.07 1.64 -2.30
H 5.81 4.03 -0.17
H -4.69 -1.97 1.85
H 3.13 -1.63 1.96
H 6.45 -2.08 0.77
H 1.51 0.28 2.07
C -2.40 -5.01 0.16
H -0.84 -0.36 1.49
H 1.09 -2.61 3.27
H -2.60 1.97 -0.56
H -3.78 0.45 0.63
O -3.54 -0.72 -2.16
H 4.28 -4.67 0.19
H -5.93 -1.66 2.98
H 2.07 -4.01 0.40
H -3.80 -3.95 1.93
H -3.15 -3.47 -2.17
O 1.61 4.97 -0.62
H 3.86 2.27 0.87
C 6.30 -3.08 1.31
H 2.56 2.66 -3.55
N -2.32 -2.56 -0.54
H -4.86 0.75 -2.37
C 1.17 -1.91 2.45
H -5.29 1.29 0.64
N 2.34 -2.16 1.61
H 7.07 4.45 -1.29
H -8.51 -1.63 -0.49
H 5.81 -1.06 -1.73
H -1.84 -3.25 1.39
H -3.29 1.10 -3.11
C 2.70 -3.56 1.25
H 2.65 -4.13 2.18
C -2.41 2.86 0.07
H -8.07 0.13 -0.65
H -2.73 -1.59 -3.88
C -2.47 -1.47 -2.74
H 0.86 4.33 -0.49
H -5.97 -0.92 0.06
C 5.70 6.56 0.03
C -4.25 -4.82 1.51
C 1.19 -0.45 2.90
H -1.54 -0.76 0.08
H 4.25 2.60 -4.08
C 4.11 -3.62 0.68
C -3.80 2.22 1.92
C -1.74 -3.63 0.36
H 3.57 2.96 -0.47
H 5.92 2.79 -2.33
C 3.59 2.49 -3.23
O 1.75 -1.29 -0.91
H -4.40 2.68 2.66
C -4.04 0.31 -2.98
H -4.01 -5.71 2.09
H -0.38 2.53 -3.49
H 3.32 4.23 -2.11
H 4.23 -1.42 -2.34
H -1.51 -0.98 -2.64
H 1.84 -0.26 3.70
H 2.28 4.48 -0.04
H -6.54 -2.52 0.70
N 3.93 3.40 -2.08
O 3.23 2.86 0.41
O -0.90 -0.15 0.52
H 6.62 -3.81 0.52
H 7.05 -3.19 2.11
C -6.42 -1.43 0.89
C 5.99 4.55 -1.17
O 5.54 5.88 -1.19
O -0.17 -0.11 3.22
O -3.84 -4.96 0.20
O 4.85 0.53 -2.48
H 0.34 -2.02 1.81
H 4.20 -2.84 -0.11
H 4.38 -0.57 -0.80
H -1.56 2.59 0.65
O 4.96 -3.30 1.69
H -9.44 -0.29 0.34
H -1.44 -3.34 -2.26
O -7.68 -0.87 1.17
C -4.50 0.94 1.30
H 3.00 1.10 -1.78
H 5.51 4.22 -3.19
H 5.23 6.00 0.87
H -2.09 3.75 -0.50
H -5.33 -4.71 1.55
H -3.27 -2.41 -0.23
C 4.82 -0.70 -1.78
H -0.35 1.93 2.77
O -3.50 3.16 0.92
H -4.36 -0.11 -3.95
H 2.92 0.37 -3.31
C -5.49 -1.27 2.08
H -1.11 1.38 4.29
C -2.37 -2.76 -1.98
C -0.26 1.25 3.60
H -5.61 0.59 2.91
```

---

Question: The lowest charge belongs to which entry?
Answer: C36H44BCl2N9O5Tm

---

Question: Which value of energy above the lowest of the compared OMol25 structures with the same formula, charge and spin does entry 4 give?
Answer: 83.91 kJ/mol

---

Question: What is the charge in the third record?
Answer: 0

---

Question: energy above the lowest of the compared OMol25 structures with the same formula, charge and spin of number 2 (C3H5BF8IrN6O6S2)?
Answer: 0.00 kJ/mol